[1]
Here is a 6-piece molecular cluster, C32H28BrF46O12PS2 overall in a non-equilibrium geometry from the OMol25 dataset. Energies are from ωB97M-V/def2-TZVPD.

Electronic energy   -10444.24729 a.u.
SMILES string   O=S1(=O)O[C@@H](S(=O)(=O)F)[C@](CCCC(F)(F)C(F)(F)F)(P(O)Br)O1.FC(F)C(F)(F)COC(F)(F)C(F)F.FC(F)C(F)(F)COC(F)(F)C(F)F.FC(F)C(F)(F)COC(F)(F)C(F)F.FC(F)C(F)(F)COC(F)(F)C(F)F.FC(F)C(F)(F)COC(F)(F)C(F)F
Strongest force on any atom   9.4 eV Å⁻¹
Orbital gap   7.78 eV

Structure (ORCA input):
```
! wB97M-V def2-TZVPD RIJCOSX def2/J DEFGRID3
* xyz 0 1
O 1.71934 0.36679 1.14710
S 0.37940 0.44915 0.32820
O -0.63684 -0.12480 1.35157
O 0.47325 -0.29832 -1.22899
C 1.34530 0.70335 -1.92420
S 1.59611 -0.00792 -3.63845
O 1.67149 1.06692 -4.77471
O 3.01094 -0.70324 -3.61797
F 0.46074 -1.28256 -4.00698
C 0.55249 2.13629 -1.73425
C -0.50733 2.61759 -2.88714
C -2.04446 2.89850 -2.31826
C -3.06010 1.68249 -2.73864
C -3.55005 0.72095 -1.50666
F -2.93204 1.00997 -0.19291
F -5.03899 0.90293 -1.33102
C -3.33352 -0.89916 -1.77933
F -2.11235 -1.21278 -2.57342
F -4.55467 -1.58220 -2.29735
F -3.09236 -1.50077 -0.41445
P 2.05665 3.35106 -1.49419
O 1.62115 4.97425 -2.02510
Br 3.81330 2.77224 -2.81091
O 0.08493 2.03293 -0.31685
H 2.37248 0.52990 -1.39119
H -0.61929 1.84114 -3.77976
H -0.14341 3.62877 -3.40121
H -2.07611 3.20654 -1.18726
H -2.41631 3.86004 -2.92036
H -2.64475 1.04534 -3.65506
H -4.04560 2.20601 -3.16347
H 1.75936 4.95975 -3.03712
F -2.62444 0.44221 -6.54544
C -1.71145 1.38702 -6.23009
F -2.19451 2.03102 -5.13311
C -1.46978 2.37410 -7.36659
F -2.58507 3.10622 -7.63553
F -0.52790 3.27861 -6.95127
C -0.95212 1.75050 -8.67279
O -1.93348 1.46544 -9.67524
C -2.63365 0.23191 -9.51224
F -1.99123 -0.51920 -8.58546
F -2.49318 -0.43247 -10.69095
C -4.12373 0.42402 -9.20063
F -4.31642 1.18988 -8.09670
F -4.72840 -0.76922 -8.95367
H -0.78244 0.88779 -5.93596
H -0.30421 2.50196 -9.13856
H -0.28989 0.89414 -8.49366
H -4.63983 0.90320 -10.03774
F 3.89543 -2.97572 1.66671
C 4.27824 -1.68249 1.58493
F 4.62118 -1.46922 0.28557
C 5.44737 -1.35561 2.50725
F 6.57217 -2.02968 2.14305
F 5.74981 -0.02764 2.35628
C 5.18348 -1.59156 4.00315
O 5.63821 -2.83765 4.54139
C 4.76135 -3.94649 4.34142
F 3.55639 -3.48519 3.92779
F 4.55122 -4.47992 5.57502
C 5.34721 -5.01454 3.40849
F 5.69009 -4.49976 2.20027
F 4.44175 -6.00028 3.16582
H 3.41240 -1.04943 1.80482
H 5.76808 -0.83763 4.54284
H 4.14364 -1.38051 4.28275
H 6.24025 -5.46957 3.84685
F 3.03009 8.13011 0.32295
C 3.04953 6.85818 -0.13253
F 2.57152 6.08476 0.87978
C 4.44527 6.40108 -0.54162
F 5.28690 6.35471 0.52688
F 4.35466 5.11082 -0.99416
C 5.10011 7.22722 -1.66041
O 6.00365 8.25735 -1.24608
C 5.39244 9.49053 -0.86651
F 4.09765 9.48068 -1.26553
F 6.00314 10.45139 -1.61101
C 5.55795 9.80842 0.62543
F 5.07265 8.81484 1.41260
F 4.87651 10.93644 0.96254
H 2.34657 6.77773 -0.96811
H 5.72873 6.53295 -2.22985
H 4.36914 7.59432 -2.39179
H 6.61176 9.95560 0.87948
F -0.82444 -6.66430 6.34988
C 0.08855 -5.71949 6.66524
F -0.39451 -5.07550 7.76222
C 0.33022 -4.73241 5.52873
F -0.78507 -4.00029 5.25979
F 1.27210 -3.82790 5.94406
C 0.84788 -5.35601 4.22253
O -0.13348 -5.64107 3.22008
C -0.83365 -6.87460 3.38308
F -0.19123 -7.62571 4.30986
F -0.69318 -7.53898 2.20438
C -2.32373 -6.68250 3.69469
F -2.51642 -5.91663 4.79862
F -2.92840 -7.87573 3.94165
H 1.01756 -6.21872 6.95936
H 1.49579 -4.60455 3.75676
H 1.51011 -6.21237 4.40166
H -2.83983 -6.20332 2.85758
F -5.72358 -1.36770 3.24701
C -4.86017 -2.25789 2.71059
F -5.10907 -2.26992 1.37292
C -5.01759 -3.65656 3.29653
F -6.23237 -4.18962 2.99269
F -4.09679 -4.47511 2.69664
C -4.79095 -3.75723 4.81360
O -5.96210 -3.72465 5.63615
C -6.46957 -2.42206 5.92620
F -5.53941 -1.50029 5.57841
F -6.56892 -2.35634 7.28130
C -7.84201 -2.15773 5.29306
F -7.82219 -2.33390 3.94736
F -8.24025 -0.87511 5.50920
H -3.84148 -1.88238 2.85230
H -4.36261 -4.74937 4.99699
H -4.02225 -3.05945 5.16883
H -8.60043 -2.82706 5.70962
*
```

Atomic partial charges in e from the Mulliken method, atoms 1 to 99: -0.539 0.941 -0.409 -0.361 -0.875 1.335 -0.497 -0.575 -0.300 0.739 0.679 -0.697 -0.606 0.693 -0.245 -0.326 0.547 -0.175 -0.249 -0.220 0.116 -0.467 -0.154 -0.255 0.699 -0.765 0.367 0.398 0.362 0.160 0.330 0.335 -0.319 0.377 -0.229 0.929 -0.290 -0.304 -0.866 -0.409 0.751 -0.255 -0.297 0.204 -0.189 -0.254 0.051 0.472 0.366 0.241 -0.240 0.445 -0.289 0.829 -0.291 -0.323 -0.738 -0.416 0.846 -0.175 -0.309 0.098 -0.207 -0.229 0.084 0.435 0.321 0.250 -0.237 0.183 -0.283 0.938 -0.280 -0.156 -0.909 -0.413 0.733 -0.272 -0.298 0.225 -0.200 -0.255 0.178 0.471 0.342 0.234 -0.202 0.009 -0.285 0.948 -0.252 -0.296 -0.477 -0.389 0.651 -0.289 -0.307 0.487 -0.246


[2]
Here is CBrClFI as an isolated structure in a non-equilibrium geometry from the OMol25 dataset. Energies are from ωB97M-V/def2-TZVPD.

Electronic energy   -3469.74028 a.u.
Strongest force on any atom   1.7 eV Å⁻¹
Orbital gap (alpha / beta)   5.78 / 5.78 eV

Structure (ORCA input):
```
! wB97M-V def2-TZVPD RIJCOSX def2/J DEFGRID3
* xyz 0 1
C -0.16534 0.42456 -0.03627
F 0.72327 0.17986 0.82701
Cl -0.43265 -2.58823 -0.94165
Br 0.39534 1.29990 -1.59668
I -2.12846 0.60097 0.65790
*
```

Listed below, in e, are the Mulliken charges computed for each atom: 0.123 -0.023 -0.562 0.117 0.345


[3]
Here is a 2-piece molecular cluster, C26H27FNO9S2 overall in a non-equilibrium geometry from the OMol25 dataset. Energies are from ωB97M-V/def2-TZVPD.

Electronic energy   -2634.99393 a.u.
Strongest force on any atom   2.8 eV Å⁻¹
Orbital gap   4.65 eV

Structure (ORCA input):
```
! wB97M-V def2-TZVPD RIJCOSX def2/J DEFGRID3
* xyz -1 1
C 2.28793 3.69244 -1.43172
C 0.90255 3.26916 -1.84844
O 0.71061 1.94579 -1.29499
C -0.41014 1.36134 -1.80136
C -0.53172 -0.13709 -1.67798
C 0.65827 -0.94777 -2.01204
O 0.67660 -2.15793 -2.24528
O 1.82712 -0.24239 -2.08878
C 2.92050 -1.03930 -2.64093
C 4.09731 -0.10969 -2.81758
C -1.83350 -0.66036 -1.96004
C -2.08145 -1.94745 -2.53599
C -3.30632 -2.32183 -3.06076
C -4.44967 -1.49183 -2.87304
O -5.66893 -2.07142 -3.09456
C -6.85806 -1.49280 -2.47363
C -4.25639 -0.19061 -2.31398
C -3.00735 0.14437 -1.79793
O -1.22790 2.05790 -2.40106
H 2.39395 4.77550 -1.48946
H 2.52421 3.37711 -0.41138
H 3.02961 3.27586 -2.12756
H 0.12646 3.96157 -1.46675
H 0.81290 3.21282 -2.94848
H 3.14720 -1.87229 -1.94526
H 2.59953 -1.47359 -3.60551
H 4.93210 -0.62442 -3.31022
H 3.82588 0.72400 -3.47984
H 4.47174 0.27645 -1.86558
H -1.25800 -2.65647 -2.59758
H -3.43075 -3.29656 -3.54369
H -7.59381 -2.29100 -2.55544
H -6.70870 -1.21426 -1.42061
H -7.17934 -0.61291 -3.04122
H -5.10656 0.50230 -2.21049
H -2.93053 1.11248 -1.30974
C -2.82842 3.30842 3.34578
C -2.02675 2.99623 4.44931
C -1.47905 1.71803 4.61015
C -1.73316 0.74569 3.63390
S -1.03495 -0.91672 3.89428
N 0.42651 -0.97928 2.72225
F -0.12958 -1.37739 1.38854
S 1.71194 -2.26216 3.17990
C 3.19808 -1.77524 2.24267
C 3.37011 -2.17563 0.90963
C 4.55837 -1.82752 0.24892
C 5.54760 -1.07072 0.88788
C 5.37627 -0.73486 2.23514
C 4.21433 -1.09487 2.92564
O 2.02081 -1.93713 4.55140
O 1.22984 -3.56302 2.79457
O -0.41490 -0.87164 5.19438
O -1.96871 -1.95087 3.54780
C -2.56872 1.01594 2.54061
C -3.10261 2.30854 2.40441
H -3.24671 4.31472 3.23587
H -1.83005 3.74768 5.21419
H -0.84206 1.48712 5.46681
H 2.56928 -2.73118 0.39799
H 4.71664 -2.17299 -0.77718
H 6.44738 -0.76439 0.34597
H 6.16016 -0.20028 2.76628
H 4.08358 -0.82615 3.97646
H -2.77092 0.22817 1.80583
H -3.75971 2.52439 1.55950
*
```

Listed below, in e, are the Mulliken charges computed for each atom: -1.053 -0.328 -0.116 0.038 -0.080 0.629 -0.804 -0.041 -0.050 -1.258 0.555 -0.392 -0.907 0.734 -0.436 -0.794 -0.846 -0.430 -0.710 0.394 0.246 0.176 0.265 0.313 0.041 0.340 0.420 0.331 0.230 0.504 0.337 0.242 0.355 0.290 0.274 0.502 -0.546 -0.396 -0.476 0.467 1.263 -0.112 -0.128 1.293 0.379 -0.289 -0.597 -0.687 -0.490 -0.426 -0.632 -0.578 -0.623 -0.570 -0.456 -0.485 0.369 0.351 0.422 0.332 0.670 0.379 0.361 0.441 0.400 0.395


[4]
Here is one molecule with the formula C20H28N2O4S from the OMol25 dataset. Energies are from ωB97M-V/def2-TZVPD.

Electronic energy   -1587.56227 a.u.
SMILES string   CCOCCCNC(=S)N1CCC(C(=O)c2ccc3c(c2)OCCO3)CC1
Strongest force on any atom   0.9 eV Å⁻¹
Orbital gap   8.27 eV

Structure (ORCA input):
```
! wB97M-V def2-TZVPD RIJCOSX def2/J DEFGRID3
* xyz 0 1
C 0.29241 2.12588 0.65286
C 1.54033 1.76024 1.45323
O 2.76210 1.92917 0.76684
C 3.18081 3.26524 0.54663
C 2.83759 3.81373 -0.84255
C 3.59664 3.09473 -1.96311
N 3.34201 1.67270 -1.98392
C 2.17214 1.17073 -2.45013
S 1.15235 2.11015 -3.37160
N 1.89115 -0.12338 -2.17970
C 0.77226 -0.79823 -2.79389
C -0.22384 -1.28173 -1.73529
C 0.52506 -1.80489 -0.49041
C -0.23949 -2.98107 0.09230
O 0.19329 -4.11179 0.03359
C -1.56284 -2.68897 0.69105
C -2.42330 -3.76621 0.92297
C -3.67856 -3.56820 1.45076
C -4.10516 -2.28576 1.78348
C -3.22951 -1.20606 1.60979
C -1.97820 -1.41086 1.05233
O -3.56653 0.06950 1.98591
C -4.69479 0.12249 2.83109
C -5.80163 -0.77995 2.28957
O -5.36846 -2.12366 2.27102
C 1.94945 -2.19724 -0.87709
C 2.71009 -0.94289 -1.30302
H -0.59171 1.77465 1.18037
H 0.32422 1.67014 -0.33427
H 0.20728 3.20308 0.53342
H 1.55928 2.33623 2.39083
H 1.52224 0.69571 1.70967
H 2.75584 3.91915 1.31839
H 4.27121 3.25731 0.66901
H 1.77058 3.71316 -1.03697
H 3.09322 4.87381 -0.86751
H 3.28560 3.50540 -2.92649
H 4.67417 3.23284 -1.84373
H 3.78481 1.17302 -1.22771
H 0.28780 -0.09575 -3.47475
H 1.14802 -1.64329 -3.38025
H -0.83460 -2.07553 -2.16922
H -0.89159 -0.46755 -1.45409
H 0.58707 -1.01300 0.26054
H -2.08559 -4.75687 0.66132
H -4.35890 -4.38886 1.61178
H -1.34796 -0.54513 0.93873
H -5.01178 1.16570 2.85974
H -4.42023 -0.20874 3.84215
H -6.68774 -0.74868 2.92476
H -6.06420 -0.46007 1.27222
H 1.92231 -2.94134 -1.67263
H 2.45588 -2.65236 -0.02504
H 2.94998 -0.36738 -0.40088
H 3.64941 -1.21934 -1.80210
*
```

Listed below, in e, are the Mulliken charges computed for each atom: -0.925 -0.382 -0.370 -0.705 -0.154 -1.366 -0.178 0.404 -0.419 0.309 -1.470 -0.460 2.174 -0.175 -0.656 0.384 -0.948 -0.682 0.474 0.155 -0.013 -0.439 -0.527 -0.452 -0.469 -1.700 -0.565 0.340 0.073 0.418 0.401 0.293 0.409 0.365 0.097 0.475 0.483 0.454 0.349 0.533 0.311 0.452 0.293 -0.693 0.480 0.441 0.326 0.363 0.296 0.349 0.292 0.336 0.409 0.516 0.294